[1]
One molecule with the formula C21H22O6 at a distorted geometry. Source: the OMol25 dataset; level of theory: ωB97M-V/def2-TZVPD.

**Charge**: 0
**Lowest unoccupied orbital energy**: 0.0 eV
**HOMO level**: -8.65 eV
**Orbital gap**: 8.7 eV

```
49
Properties=species:S:1:pos:R:3:forces:R:3:lowdin_charge:R:1
C 0.722 3.458 1.710 -0.3 1.6 -2.5 -0.036
C 1.218 2.540 0.578 0.7 -1.6 1.3 -0.232
C 1.109 3.182 -0.725 -2.1 2.8 -0.7 -0.364
O 1.023 4.415 -0.638 0.6 -2.2 -2.1 0.080
O 0.943 2.425 -1.903 1.1 2.6 3.1 0.032
C 1.048 3.302 -3.013 -1.9 -0.6 -1.7 -0.137
C 0.021 2.756 -4.014 0.6 -0.8 2.5 -0.187
O -1.221 2.457 -3.479 0.1 0.6 1.3 -0.140
C -2.425 2.757 -4.160 -0.8 0.6 1.8 -0.184
C -2.984 1.395 -4.442 -0.3 -0.6 0.1 -0.264
O -3.557 0.780 -3.315 -0.2 -0.3 1.1 -0.067
C 0.677 1.129 0.720 0.4 -0.2 -0.8 -0.151
C -0.614 1.000 1.173 -0.3 -2.7 0.1 0.012
C -1.103 -0.300 1.447 0.2 2.6 0.7 0.012
C -0.333 -1.388 1.499 1.4 -1.1 -2.4 -0.175
C 0.877 -1.324 0.735 -1.6 1.8 0.6 -0.060
C 1.385 -0.056 0.368 -1.4 0.4 0.8 0.087
C 1.748 -2.435 0.550 2.5 -1.9 3.0 -0.338
O 2.929 -2.189 0.590 1.9 0.4 -1.5 0.101
C 1.457 -3.869 0.932 -3.5 0.1 -1.5 -0.044
C 0.899 -4.088 2.317 -0.6 1.5 -1.0 -0.117
C 1.395 -5.130 3.051 1.0 0.8 -0.6 -0.064
C 0.888 -5.378 4.263 -1.7 -1.0 3.0 -0.119
C -0.203 -4.699 4.828 -1.2 -0.4 0.2 -0.061
C -0.779 -3.703 4.021 0.6 0.6 1.0 -0.009
C -0.225 -3.341 2.796 1.8 -3.2 0.9 -0.223
O -0.929 -2.511 2.026 -0.2 1.3 -1.1 0.068
H 1.281 4.391 1.732 0.0 0.1 -0.4 0.088
H 0.937 3.048 2.616 0.1 -1.6 2.6 0.055
H -0.328 3.737 1.586 0.2 -0.2 0.2 0.095
H 2.295 2.544 0.717 0.5 -0.5 0.1 0.163
H 2.040 3.201 -3.415 0.4 0.1 -0.3 0.132
H 0.756 4.342 -2.971 0.4 0.2 1.6 0.126
H -0.108 3.480 -4.694 -0.1 2.4 -3.3 0.090
H 0.458 1.881 -4.328 0.8 -2.2 -1.7 0.104
H -2.404 3.346 -5.094 0.7 0.0 0.4 0.128
H -3.042 3.344 -3.345 0.7 -1.1 -1.9 0.165
H -3.780 1.440 -5.166 -0.3 0.0 -0.4 0.114
H -2.181 0.731 -4.802 -0.1 0.5 -0.3 0.130
H -2.923 0.699 -2.575 -0.2 0.2 -0.8 0.098
H -1.326 1.752 1.399 0.0 1.1 -0.1 0.110
H -2.042 -0.410 1.875 -1.8 0.0 0.6 0.108
H 2.326 0.002 -0.164 0.0 -0.1 0.2 0.131
H 0.608 -4.158 0.292 -0.2 -0.1 -0.1 0.138
H 2.193 -4.577 0.623 1.1 0.1 0.3 0.118
H 2.270 -5.697 2.763 -0.1 0.1 -0.5 0.126
H 1.313 -6.203 4.787 0.2 -0.5 0.6 0.095
H -0.767 -5.025 5.815 1.7 0.8 -2.1 0.145
H -1.543 -3.050 4.433 -0.3 -0.3 -0.3 0.117
```
Positions in Å, forces in eV/Å.


[2]
C21H23AuF6N2OPS2Se as an isolated structure at a distorted geometry. Source: the OMol25 dataset; level of theory: ωB97M-V/def2-TZVPD.

**Charge**: +2
**Lowest unoccupied orbital energy (alpha / beta)**: -10.0 / -10.2 eV
**HOMO level (alpha / beta)**: -13.54 / -13.54 eV
**2S+1**: 2
**Orbital gap (alpha / beta)**: 3.6 / 3.4 eV

```
58
Properties=species:S:1:pos:R:3:forces:R:3:lowdin_charge:R:1
Au 1.334 -0.779 1.722 0.1 -0.1 0.2 0.667
O 0.009 0.873 1.297 0.9 -2.1 -0.6 -0.729
S -0.458 2.236 1.737 -1.1 1.7 0.1 1.041
C -2.315 2.175 1.614 0.7 0.0 0.0 -0.236
C -2.907 1.210 2.571 -0.2 -0.6 0.6 -0.292
C -3.639 0.112 2.104 0.4 0.6 0.0 -0.030
C -4.249 -0.743 2.999 0.0 -0.1 0.5 -0.066
C -4.118 -0.531 4.370 0.2 0.2 -0.2 -0.060
C -3.385 0.559 4.842 -0.2 -0.5 0.0 -0.065
C -2.783 1.420 3.951 -0.1 0.0 -0.6 -0.053
C -0.139 3.291 0.233 -0.2 -0.3 0.4 -0.242
C -1.057 2.985 -0.897 -0.3 -0.1 -0.5 -0.316
C -1.935 3.944 -1.403 0.6 -0.3 0.1 -0.028
C -2.743 3.627 -2.480 -0.2 -0.3 -0.3 -0.048
C -2.724 2.349 -3.033 0.0 0.1 0.1 -0.048
C -1.866 1.382 -2.522 -0.3 0.2 0.0 -0.052
C -1.057 1.700 -1.453 0.3 0.3 0.2 -0.103
H -2.570 1.929 0.585 0.1 0.1 0.0 0.092
H -2.608 3.199 1.848 0.0 0.2 -0.1 0.122
H -3.748 -0.050 1.041 0.0 0.0 -0.1 0.118
H -4.836 -1.571 2.635 0.0 -0.1 0.0 0.110
H -4.578 -1.215 5.067 -0.1 0.0 0.1 0.109
H -3.296 0.726 5.904 0.0 0.0 0.1 0.111
H -2.226 2.275 4.303 0.1 0.2 0.1 0.112
H 0.897 3.055 -0.019 0.1 0.1 0.2 0.085
H -0.203 4.332 0.544 0.0 0.0 0.2 0.107
H -1.957 4.936 -0.975 0.0 0.1 0.0 0.121
H -3.383 4.383 -2.909 -0.1 0.0 0.0 0.116
H -3.396 2.094 -3.837 0.0 0.1 -0.2 0.114
H -1.841 0.383 -2.928 -0.1 -0.1 -0.1 0.111
H -0.457 0.929 -0.994 -0.1 0.1 -0.1 0.009
Se 2.051 0.148 -1.032 1.1 0.0 -0.8 1.278
C 3.608 0.184 -2.052 -1.5 -0.2 1.0 -0.556
C 3.441 0.149 -3.449 0.0 -0.1 -0.8 -0.068
C 4.543 0.225 -4.268 -0.4 -0.1 -0.2 -0.012
C 5.817 0.338 -3.715 -0.2 0.0 0.0 0.035
C 5.979 0.388 -2.331 0.0 0.0 0.7 -0.016
C 4.889 0.302 -1.494 0.9 0.1 0.2 -0.071
H 2.449 0.053 -3.868 -0.1 0.0 0.0 0.123
H 4.410 0.195 -5.340 0.0 0.0 0.0 0.133
H 6.679 0.390 -4.361 0.1 0.0 -0.1 0.137
H 6.965 0.501 -1.909 0.1 0.0 0.0 0.130
H 5.012 0.346 -0.422 0.0 0.0 0.0 0.118
N 2.454 -4.836 1.161 0.1 0.0 -0.1 0.173
C 1.803 -3.978 1.909 -0.4 -0.6 0.2 -0.800
N 0.609 -4.240 2.391 0.2 0.0 -0.1 0.177
S 2.681 -2.539 2.395 -0.3 1.2 -0.1 0.792
H 2.000 -5.669 0.805 0.0 0.1 0.0 0.150
H 3.368 -4.604 0.799 -0.1 0.0 0.0 0.129
H 0.080 -5.028 2.034 0.0 0.1 0.1 0.149
H 0.085 -3.541 2.894 0.1 0.0 0.0 0.123
F -0.401 -2.395 0.662 0.0 0.1 -0.3 -0.255
P -0.138 -2.896 -0.921 -0.4 0.5 0.4 0.195
F -1.692 -3.085 -1.093 0.2 -0.1 -0.1 -0.081
F 0.075 -4.387 -0.346 -0.1 -0.1 -0.3 -0.138
F 1.488 -2.611 -0.616 0.2 0.2 -0.1 -0.290
F -0.242 -1.316 -1.355 0.0 -0.3 0.0 -0.244
F 0.219 -3.313 -2.398 0.0 -0.1 0.1 -0.087
```
Positions in Å, forces in eV/Å.


[3]
C21H23BiIN3O5SSe2 as an isolated structure at a distorted geometry. Source: the OMol25 dataset; level of theory: ωB97M-V/def2-TZVPD.

**Charge**: -2
**Lowest unoccupied orbital energy**: 4.3 eV
**HOMO level**: -1.20 eV
**Orbital gap**: 5.5 eV

```
57
Properties=species:S:1:pos:R:3:forces:R:3:lowdin_charge:R:1
Bi 1.160 0.359 1.676 -0.8 0.8 0.2 0.998
C -2.287 2.008 2.428 0.0 0.0 0.0 -0.050
C -1.882 2.614 1.118 -0.1 -0.2 0.1 -0.319
C -2.452 3.831 0.740 0.0 -0.1 0.0 -0.038
C -2.104 4.385 -0.464 0.0 0.0 0.0 -0.067
C -1.186 3.716 -1.252 0.0 0.1 -0.1 -0.026
C -0.627 2.536 -0.790 0.2 -0.2 -0.2 -0.221
N -0.989 1.967 0.364 -0.2 0.6 0.2 0.099
C 0.460 1.870 -1.580 -0.1 0.5 -0.2 -0.221
C 1.118 2.580 -2.592 0.0 0.0 0.1 -0.015
C 2.132 1.965 -3.288 0.0 -0.1 0.0 -0.061
C 2.513 0.683 -2.926 0.1 0.2 -0.1 -0.021
C 1.844 0.069 -1.877 0.3 -0.4 0.0 -0.211
N 0.806 0.634 -1.269 -0.1 -0.2 0.2 0.111
C 2.335 -1.240 -1.316 0.0 0.2 -0.3 -0.222
C 3.332 -1.987 -1.939 0.0 0.0 0.0 -0.032
C 3.772 -3.152 -1.331 -0.1 -0.1 0.2 -0.076
C 3.225 -3.526 -0.116 0.1 0.0 -0.4 -0.051
C 2.248 -2.711 0.453 -0.1 -0.8 0.6 -0.439
C 1.674 -3.022 1.809 0.4 -0.7 -0.8 -0.240
N 1.806 -1.619 -0.156 -0.3 -0.1 -0.4 0.011
H -3.374 2.064 2.548 0.0 0.0 0.0 0.074
H -1.961 0.972 2.522 0.0 0.0 0.0 -0.018
H -1.819 2.565 3.243 0.0 0.0 0.0 0.092
H -3.158 4.318 1.401 0.0 0.0 0.0 0.109
H -2.513 5.336 -0.783 0.0 0.0 0.0 0.100
H -0.903 4.136 -2.202 0.0 0.0 -0.1 0.091
H 0.883 3.611 -2.789 0.0 0.1 0.0 0.099
H 2.656 2.491 -4.076 0.0 0.0 0.0 0.100
H 3.351 0.218 -3.421 0.0 -0.1 0.0 0.091
H 3.775 -1.676 -2.871 0.0 0.0 -0.1 0.088
H 4.544 -3.752 -1.798 0.0 0.0 0.0 0.096
H 3.555 -4.419 0.402 0.0 0.1 0.0 0.106
H 1.542 -4.097 1.943 0.0 -0.1 -0.1 0.072
H 2.355 -2.654 2.582 -0.2 -0.3 -0.1 -0.048
H 0.736 -2.489 1.973 0.2 -0.5 -0.2 -0.148
Se -0.147 -1.055 3.378 -0.8 0.8 0.7 -0.174
O -3.352 -0.162 -1.170 0.3 -0.2 0.2 -0.571
S -2.306 -0.820 -0.296 -0.6 0.2 -0.3 0.885
C -3.214 -1.687 1.014 -0.1 0.0 0.2 -0.345
C -3.695 -3.012 0.439 0.0 0.0 0.0 -0.251
C -2.489 -3.565 -0.312 0.0 0.0 -0.1 -0.240
C -1.927 -2.403 -1.134 0.1 -0.1 0.1 -0.308
H -4.014 -1.017 1.331 0.1 0.0 0.0 0.090
H -2.496 -1.818 1.834 0.0 0.0 0.0 0.016
H -4.529 -2.844 -0.249 0.0 0.0 0.0 0.105
H -4.033 -3.694 1.224 0.0 0.0 0.0 0.104
H -2.753 -4.416 -0.946 0.0 0.0 0.0 0.101
H -1.744 -3.905 0.410 0.1 0.0 0.0 0.109
H -2.416 -2.297 -2.103 0.0 0.0 0.0 0.085
H -0.850 -2.442 -1.257 0.2 -0.1 -0.1 0.065
I 3.809 -0.556 2.249 1.6 0.5 0.5 0.182
O 3.250 4.200 2.485 -0.4 -0.2 0.0 -0.523
Se 1.942 3.488 1.830 0.2 0.2 -0.1 0.694
O 2.305 2.674 0.441 -0.2 0.2 0.1 -0.584
O 1.394 2.220 2.864 0.0 0.3 -0.2 -0.743
O 0.698 4.526 1.604 0.2 -0.3 0.1 -0.511
```
Positions in Å, forces in eV/Å.


[4]
C21H23BrGeI2N2NiO as an isolated structure. Source: the OMol25 dataset; level of theory: ωB97M-V/def2-TZVPD.

**Charge**: 0
**Lowest unoccupied orbital energy (alpha / beta)**: -0.7 / -0.7 eV
**HOMO level (alpha / beta)**: -6.86 / -7.47 eV
**2S+1**: 3
**Orbital gap (alpha / beta)**: 6.2 / 6.8 eV

```
52
Properties=species:S:1:pos:R:3:forces:R:3:lowdin_charge:R:1
Ni 0.398 -1.351 0.112 0.0 0.7 0.3 0.222
Br -3.019 0.930 6.343 0.0 0.0 0.0 0.710
C -1.949 0.191 4.966 0.1 0.0 0.0 -0.708
C -0.815 -0.575 5.305 0.0 0.0 0.0 -0.116
C -0.041 -1.130 4.330 0.0 -0.1 0.0 -0.001
C -0.342 -0.980 2.941 0.0 -0.1 -0.1 -0.351
O 0.370 -1.598 2.081 0.1 0.0 0.1 -0.191
C -1.462 -0.146 2.622 -0.1 0.1 -0.1 -0.131
C -1.846 0.196 1.291 0.0 0.0 0.2 -0.062
N -1.216 -0.124 0.212 0.0 -0.1 -0.4 0.045
C -1.677 0.283 -1.059 0.1 -0.2 0.1 -0.196
C -2.629 1.234 -1.312 -0.1 0.1 -0.1 -0.013
C -2.996 1.569 -2.634 0.0 0.0 0.1 -0.061
C -2.399 0.969 -3.701 0.1 0.0 0.0 -0.031
C -1.396 -0.006 -3.484 0.0 0.0 -0.1 -0.147
C -0.714 -0.655 -4.541 -0.1 0.1 0.0 -0.001
C 0.258 -1.565 -4.260 0.1 -0.1 0.1 -0.033
C 0.550 -1.847 -2.908 0.0 0.0 -0.2 -0.116
N -0.072 -1.281 -1.910 -0.2 0.1 0.0 0.046
C -1.040 -0.351 -2.170 0.1 -0.1 0.1 -0.144
C -2.256 0.405 3.660 0.0 0.0 -0.1 -0.100
H -0.563 -0.717 6.348 0.0 0.0 0.0 0.101
H 0.833 -1.717 4.580 0.0 0.0 0.0 0.117
H -2.761 0.787 1.219 0.0 0.0 0.0 0.120
H -3.101 1.764 -0.495 0.0 0.0 0.0 0.107
H -3.756 2.323 -2.792 0.0 0.0 0.0 0.109
H -2.664 1.238 -4.716 0.0 0.0 0.0 0.115
H -0.973 -0.412 -5.565 0.0 0.0 0.0 0.121
H 0.807 -2.071 -5.041 0.0 0.0 0.0 0.108
H 1.323 -2.562 -2.648 0.0 0.0 0.0 0.078
H -3.114 1.012 3.396 0.0 0.0 0.0 0.106
I 1.951 -3.827 0.161 0.0 -0.1 -0.1 0.961
C 0.182 -4.994 0.064 0.0 -0.1 0.0 -1.120
I -1.596 -3.870 0.275 -0.1 0.0 0.0 0.852
H 0.217 -5.711 0.872 0.0 0.0 0.0 -0.040
H 0.155 -5.482 -0.900 0.0 0.0 0.0 -0.040
C 4.071 2.168 -0.408 0.1 0.1 0.0 -0.237
Ge 2.207 1.673 -0.041 0.1 0.1 0.0 0.700
C 1.103 2.548 -1.405 -0.1 0.0 0.0 -0.219
C 1.738 2.435 1.698 -0.1 0.0 0.1 -0.221
C 2.078 -0.236 -0.045 0.0 -0.7 0.0 -0.388
H 4.230 3.248 -0.360 0.0 0.0 0.0 0.010
H 4.361 1.822 -1.402 0.0 0.0 0.0 0.011
H 4.725 1.690 0.325 0.0 0.0 0.0 0.013
H 1.376 3.603 -1.473 0.0 0.0 0.0 0.015
H 0.042 2.486 -1.148 0.1 0.0 0.0 -0.002
H 1.246 2.094 -2.389 0.0 0.0 0.0 0.014
H 2.042 3.483 1.741 0.0 0.0 0.0 0.013
H 2.240 1.898 2.504 0.0 0.0 0.0 0.018
H 0.661 2.384 1.872 0.0 0.0 0.0 0.004
H 2.642 -0.601 0.826 0.1 0.1 0.0 -0.021
H 2.592 -0.623 -0.939 0.1 0.1 0.0 -0.027
```
Positions in Å, forces in eV/Å.


| no. | energy (eV) |
| --- | --- |
| 1 | -34414.73716 |
| 2 | -143468.41709 |
| 3 | -192327.16636 |
| 4 | -210981.04370 |